A gas-phase ion, C5H7N2 (charge +1) at a distorted geometry, computed with wB97M-V/def2-TZVPD.

ORCA input file:
```
! RIJCOSX wB97M-V def2-TZVPD def2/J DEFGRID3
* xyz 1 3
C -0.676 -1.017 0.190
C 0.442 -0.802 1.000
C -1.907 -1.588 0.231
C -0.261 0.176 -0.817
C 1.117 0.144 -0.040
N -3.052 -1.804 0.132
N 1.728 1.418 0.490
H -0.307 0.058 -1.994
H -0.948 0.954 -0.531
H 1.796 -0.384 -0.673
H -3.674 -2.533 0.053
H 1.556 2.377 -0.013
H 2.773 1.427 0.513
H 1.413 1.574 1.459
*
```

Summary:
- Orbital gap (alpha / beta): 0.24754 / 0.30776 hartree
- Total energy: -8265.1854 eV



2 unconnected molecules or ions with the total composition C4H15N2O at a distorted geometry, computed with wB97M-V/def2-TZVPD.

ORCA input file:
```
! RIJCOSX wB97M-V def2-TZVPD def2/J DEFGRID3
* xyz 2 2
C -0.673 0.721 -0.881
N -1.526 0.039 0.051
C -2.046 0.886 1.138
C 0.714 0.011 -1.158
N 0.907 -1.084 -0.125
C 0.510 -2.527 -0.614
H -1.250 0.724 -1.799
H -0.523 1.736 -0.642
H -2.298 -0.376 -0.481
H -1.205 1.070 1.839
H -2.273 1.912 0.594
H -2.834 0.377 1.632
H 0.761 -0.519 -2.093
H 1.366 0.900 -1.198
H -0.882 -0.771 0.298
H 1.853 -1.061 0.235
H -0.639 -2.600 -0.666
H 0.809 -2.592 -1.704
H 0.935 -3.294 0.090
H 2.518 2.231 0.909
H 2.097 1.743 2.195
O 1.858 1.660 1.300
*
```

Summary:
- Orbital gap (alpha / beta): 0.43814 / 0.22493 hartree
- Total energy: -9398.2077 eV



2 unconnected molecules or ions with the total composition C4H12, computed with wB97M-V/def2-TZVPD.

ORCA input file:
```
! RIJCOSX wB97M-V def2-TZVPD def2/J DEFGRID3
* xyz 0 1
C 1.447 -0.902 -0.672
C 2.902 -1.145 -1.041
H 1.098 0.070 -1.018
H 0.821 -1.659 -1.138
H 1.301 -0.968 0.411
H 3.194 -2.165 -0.811
H 3.571 -0.493 -0.477
H 3.123 -0.947 -2.094
C -1.603 1.304 0.462
C -2.769 0.749 1.254
H -0.613 0.926 0.717
H -1.710 1.043 -0.596
H -1.528 2.389 0.601
H -3.693 1.216 0.916
H -2.661 0.917 2.330
H -2.877 -0.336 1.156
*
```

Summary:
- Orbital gap: 0.47386 hartree
- Total energy: -4342.4648 eV



11 unconnected molecules or ions with the total composition C28H85N7O11 at a distorted geometry, computed with wB97M-V/def2-TZVPD.

ORCA input file:
```
! RIJCOSX wB97M-V def2-TZVPD def2/J DEFGRID3
* xyz 0 1
C 6.640 -2.559 9.017
O 7.814 -2.188 8.421
C 7.767 -0.790 8.075
C 8.838 -0.495 6.993
C 8.158 -0.489 5.619
N 9.983 -1.288 6.894
H 6.510 -2.033 9.963
H 6.743 -3.596 9.335
H 5.727 -2.305 8.479
H 6.828 -0.300 7.815
H 8.146 -0.357 9.001
H 9.066 0.569 7.052
H 8.716 -0.009 4.815
H 7.230 0.080 5.677
H 7.700 -1.471 5.495
H 9.760 -2.224 7.201
H 10.500 -1.206 7.757
C -7.256 -3.503 5.895
O -7.646 -2.397 6.749
C -6.754 -1.330 6.772
C -7.054 -0.179 7.821
C -8.181 0.723 7.309
N -5.821 0.597 7.964
H -7.321 -3.170 4.859
H -7.887 -4.386 5.994
H -6.298 -3.976 6.107
H -5.874 -1.890 7.090
H -6.479 -0.962 5.784
H -7.369 -0.640 8.757
H -7.978 1.501 6.573
H -8.481 1.276 8.198
H -9.029 0.164 6.913
H -5.890 1.403 8.569
H -4.984 0.176 8.341
C -7.614 -4.401 -9.155
O -7.541 -3.128 -8.395
C -6.778 -2.085 -9.016
C -6.649 -0.971 -7.945
C -8.028 -0.353 -7.683
N -5.649 0.021 -8.288
H -6.664 -4.912 -9.311
H -8.065 -4.237 -10.133
H -8.109 -5.225 -8.640
H -5.782 -2.472 -9.235
H -7.116 -1.678 -9.969
H -6.308 -1.467 -7.036
H -8.639 -0.168 -8.566
H -7.994 0.634 -7.222
H -8.662 -0.990 -7.067
H -4.742 -0.334 -8.553
H -5.405 0.408 -7.387
C 8.792 2.773 -11.904
O 8.031 3.682 -11.105
C 7.005 2.991 -10.426
C 6.271 4.053 -9.496
C 7.103 4.602 -8.295
N 4.974 3.689 -9.015
H 9.742 3.272 -12.095
H 8.289 2.680 -12.867
H 9.099 1.827 -11.457
H 6.335 2.487 -11.123
H 7.466 2.189 -9.849
H 6.074 4.914 -10.135
H 6.458 5.226 -7.677
H 7.856 5.284 -8.689
H 7.604 3.854 -7.680
H 4.499 4.551 -8.789
H 4.479 3.116 -9.684
C 0.111 -1.056 1.342
O 1.454 -0.926 1.038
C 1.902 0.400 0.696
C 1.776 0.687 -0.846
C 2.473 1.992 -1.253
N 0.429 0.694 -1.391
H -0.037 -1.913 1.998
H -0.547 -1.303 0.509
H -0.256 -0.187 1.888
H 1.375 1.271 1.083
H 2.954 0.330 0.970
H 2.250 -0.152 -1.356
H 1.876 2.833 -0.899
H 2.537 1.957 -2.341
H 3.522 2.008 -0.958
H -0.088 -0.040 -0.928
H 0.515 0.447 -2.367
C 3.939 -9.403 3.456
O 2.997 -9.595 4.520
C 2.795 -8.559 5.441
C 1.504 -8.770 6.239
C 1.140 -7.593 7.204
N 1.654 -9.910 7.124
H 4.058 -8.337 3.264
H 3.742 -9.972 2.547
H 4.873 -9.849 3.796
H 3.717 -8.643 6.016
H 2.817 -7.561 5.001
H 0.717 -8.789 5.485
H 1.970 -7.477 7.900
H 0.240 -7.851 7.762
H 0.984 -6.672 6.641
H 1.837 -10.561 6.374
H 2.506 -9.786 7.652
C -6.224 3.141 0.165
O -5.808 4.475 0.125
C -5.935 5.229 1.354
C -4.658 6.096 1.540
C -3.444 5.219 1.931
N -5.028 6.847 2.754
H -7.153 3.031 0.724
H -5.482 2.524 0.671
H -6.541 2.815 -0.826
H -6.865 5.795 1.390
H -6.090 4.513 2.161
H -4.468 6.700 0.653
H -2.650 5.940 2.120
H -3.160 4.544 1.123
H -3.640 4.573 2.787
H -5.846 7.367 2.470
H -5.354 6.284 3.526
O 0.711 0.248 -7.063
H 1.145 -0.472 -7.520
H 1.346 0.964 -7.086
O 4.581 9.416 -1.605
H 3.968 8.750 -1.917
H 4.148 9.803 -0.844
O 0.662 7.640 -4.888
H 0.243 8.497 -4.969
H -0.044 7.052 -4.621
O -2.817 4.413 -4.072
H -2.069 3.892 -3.779
H -3.419 4.408 -3.328
*
```

Summary:
- Orbital gap: 0.34191 hartree
- Total energy: -63358.6764 eV



2 unconnected molecules or ions with the total composition C23H18N3 at a distorted geometry, computed with wB97M-V/def2-TZVPD.

ORCA input file:
```
! RIJCOSX wB97M-V def2-TZVPD def2/J DEFGRID3
* xyz 1 1
C -0.997 -1.159 -1.821
C 0.330 -0.536 -1.809
N 0.521 0.800 -1.807
C 1.811 1.417 -1.809
C 3.092 0.868 -1.812
C 4.184 1.712 -1.815
C 4.022 3.099 -1.815
C 2.766 3.660 -1.813
C 1.651 2.816 -1.810
C 0.239 3.093 -1.810
C -0.443 1.858 -1.809
C -1.838 1.854 -1.812
C -2.520 3.053 -1.814
C -1.838 4.269 -1.814
C -0.463 4.301 -1.813
H -0.944 -2.248 -1.818
H -1.570 -0.854 -0.944
H -1.552 -0.857 -2.710
H 1.210 -1.154 -1.810
H 3.221 -0.199 -1.814
H 5.179 1.296 -1.818
H 4.891 3.737 -1.818
H 2.625 4.726 -1.814
H -2.379 0.927 -1.816
H -3.598 3.050 -1.817
H -2.393 5.191 -1.817
H 0.079 5.230 -1.814
N -3.322 -6.402 1.479
C -2.651 -5.556 1.907
C -1.835 -4.537 2.424
C -1.927 -3.256 1.922
C -1.094 -2.255 2.451
C -0.184 -2.572 3.481
N 0.496 -1.416 3.816
C 0.030 -0.394 3.025
C -0.938 -0.868 2.184
C -0.104 -3.874 3.990
C -0.920 -4.833 3.462
H -2.631 -3.035 1.139
H 1.199 -1.350 4.555
H 0.378 0.625 3.076
H -1.493 -0.291 1.466
H 0.590 -4.093 4.781
H -0.879 -5.843 3.837
*
```

Summary:
- Orbital gap: 0.20952 hartree
- Total energy: -28606.8790 eV



2 unconnected molecules or ions with the total composition C17H16N3O6 at a distorted geometry, computed with wB97M-V/def2-TZVPD.

ORCA input file:
```
! RIJCOSX wB97M-V def2-TZVPD def2/J DEFGRID3
* xyz -1 1
O -2.385 -0.110 5.987
N -2.032 0.947 5.407
O -1.689 1.989 6.022
C -1.992 0.998 3.993
C -1.531 2.178 3.346
C -1.408 2.204 1.967
C -1.728 1.059 1.167
C -1.600 1.114 -0.263
C -2.128 0.183 -1.130
N -2.229 0.499 -2.477
O -2.636 -0.341 -3.332
O -1.914 1.685 -2.777
C -2.211 -0.105 1.838
C -2.328 -0.134 3.219
H -1.301 3.034 3.970
H -1.144 3.138 1.463
H -1.158 2.022 -0.680
H -2.535 -0.774 -0.822
H -2.560 -0.952 1.253
H -2.694 -1.011 3.739
C -0.309 -2.969 -4.582
C 0.296 -1.725 -3.994
O 0.717 -1.988 -2.662
C 1.347 -0.878 -2.156
C 1.647 -1.113 -0.771
C 2.466 -0.282 -0.003
C 2.945 1.003 -0.434
C 3.723 1.744 0.456
N 4.092 1.283 1.653
C 3.688 0.077 2.057
C 2.893 -0.752 1.281
O 1.562 0.126 -2.841
H -0.963 -2.656 -5.398
H 0.478 -3.603 -5.019
H -0.908 -3.529 -3.850
H 1.156 -1.384 -4.592
H -0.473 -0.943 -3.978
H 1.378 -2.091 -0.391
H 2.741 1.351 -1.446
H 4.053 2.738 0.158
H 4.020 -0.252 3.041
H 2.655 -1.778 1.583
*
```

Summary:
- Orbital gap: 0.11556 hartree
- Total energy: -34638.6003 eV